[1]
# C26H49Br2ClN4O7S2

A 4-piece molecular cluster, C26H49Br2ClN4O7S2 overall in a non-equilibrium geometry (ωB97M-V/def2-TZVPD, the OMol25 dataset).

Each line ends with the Löwdin charge.
Cartesian coordinates (Å):
1 C 2.228 -5.185 5.314  -0.35
2 H -5.329 0.286 0.655  0.12
3 C -4.143 2.403 -1.516  -0.72
4 H 1.987 0.220 0.971  0.05
5 H -5.007 -1.377 -2.018  0.10
6 H 3.242 6.545 1.768  0.09
7 O -2.276 0.413 2.102  -0.25
8 H 0.419 -3.660 2.437  0.07
9 H 0.346 1.180 1.723  0.11
10 H 3.674 3.881 -0.783  0.14
11 C 1.147 -2.979 2.004  -0.18
12 Br 0.741 -1.943 -0.655  0.90
13 C 0.213 1.540 -0.439  -0.47
14 C -2.069 -0.474 -0.162  -0.12
15 C 0.375 -1.950 1.217  -0.73
16 H -5.664 -2.121 0.880  0.10
17 Cl -3.747 4.142 -1.663  0.61
18 H 4.109 -2.024 -7.075  0.09
19 H -6.178 3.069 -1.882  0.06
20 C 2.422 1.034 0.392  -0.07
21 H 1.768 -2.508 2.757  0.05
22 C 4.038 -4.625 6.804  -0.04
23 H 4.503 -3.746 7.242  0.08
24 H 3.366 0.663 0.007  0.09
25 H -3.863 1.879 -2.426  0.10
26 H 2.150 -0.589 -6.254  0.09
27 S -3.631 -0.443 2.148  0.63
28 H -6.001 1.289 -1.768  0.07
29 H -2.506 2.234 -0.077  0.08
30 C 4.973 -0.350 -4.545  -0.34
31 Br -0.640 -1.280 3.683  0.92
32 H 1.410 -4.779 4.692  0.13
33 H 1.285 0.350 -2.445  0.05
34 S -6.603 -4.387 -0.522  0.71
35 O 2.444 -6.378 5.397  0.01
36 C 2.516 6.529 0.954  -0.04
37 H 5.657 -1.186 -6.854  0.08
38 H 2.537 0.689 -5.078  0.09
39 C -0.474 -1.122 1.770  -0.58
40 H -0.997 2.100 1.187  0.13
41 O 4.645 0.050 -3.443  0.00
42 H -5.985 2.290 -0.339  0.08
43 H -1.481 -0.427 -1.064  0.08
44 H 2.339 7.543 0.604  0.09
45 O -4.487 0.196 3.081  -0.25
46 H -3.671 -0.011 -1.488  0.12
47 N 3.020 5.709 -0.135  -0.20
48 C -4.482 -0.375 0.522  -0.26
49 H -2.267 -1.542 -0.037  0.11
50 C -0.386 1.239 0.924  0.00
51 O -0.533 1.852 -1.326  0.08
52 C -5.668 2.252 -1.381  -0.12
53 C 4.576 -1.062 -6.853  -0.06
54 C 1.919 1.135 -2.037  -0.09
55 H 1.789 1.994 -2.700  0.09
56 C 3.205 6.307 -1.442  -0.06
57 H 2.660 1.841 1.090  0.06
58 O -3.449 -1.822 2.469  -0.29
59 C -3.423 0.219 -0.456  -0.24
60 H 1.751 -3.571 1.323  0.06
61 C -5.585 -1.874 -1.240  -0.26
62 C -5.609 -3.360 -1.662  -0.54
63 H -4.586 -3.724 -1.584  0.07
64 C 2.704 -0.355 -5.348  -0.04
65 H 3.917 7.131 -1.373  0.09
66 H 2.348 -0.983 -4.529  0.09
67 H 2.982 0.905 -2.092  0.06
68 N 2.932 -4.227 5.950  -0.20
69 H 3.672 -5.279 7.597  0.09
70 C -3.453 1.765 -0.302  -0.19
71 H -4.130 -2.507 0.174  0.10
72 H 1.585 6.105 1.332  0.09
73 H -6.608 -1.497 -1.263  0.11
74 H -5.720 -5.245 0.023  -0.14
75 H 2.250 6.688 -1.810  0.09
76 H 2.374 -2.397 6.782  0.09
77 C -1.317 -0.008 1.071  -0.42
78 C -4.935 -1.779 0.149  -0.22
79 H -5.924 -3.481 -2.693  0.06
80 H 3.486 -2.294 5.393  0.09
81 H 4.775 -5.176 6.219  0.09
82 H -4.109 1.996 0.538  0.11
83 N 4.123 -0.586 -5.560  -0.20
84 H 6.026 -0.555 -4.804  0.13
85 C 3.300 4.417 0.106  -0.34
86 H 1.772 -2.684 5.137  0.04
87 N 1.570 1.577 -0.683  -0.10
88 H 3.585 5.569 -2.146  0.08
89 C 2.620 -2.819 5.805  -0.06
90 H 4.300 -0.343 -7.627  0.09
91 O 3.162 3.863 1.182  0.00

Output
E_HOMO: -9.154 eV
SMILES: C/C(Br)=C(\Br)[C@@]1(CC(=O)N(C)C)C[C@H](C[C@@H](C)Cl)[C@@H](CCCS)S(=O)(=O)O1.CN(C)C=O.CN(C)C=O.CN(C)C=O
LUMO: 0.0069 Eh
Net charge: 0

***

[2]
# C6H4N4Si2

One molecule with the formula C6H4N4Si2 in a non-equilibrium geometry (ωB97M-V/def2-TZVPD, the OMol25 dataset).

Each line ends with the natural charge from an NBO analysis.
Cartesian coordinates (Å):
1 H 0.338 -0.977 -1.981  0.32
2 Si 1.602 0.400 -0.493  1.20
3 C -2.510 1.047 -0.172  -0.15
4 Si -1.334 -0.392 0.204  1.44
5 H 0.036 -0.858 2.261  0.23
6 H -0.410 0.465 -1.988  0.32
7 N 3.169 2.896 -1.029  -0.26
8 C -2.285 -1.890 -0.142  -0.19
9 N -3.260 1.786 -0.592  -0.26
10 C 2.699 -0.625 0.644  -0.16
11 H -0.934 0.685 2.518  0.24
12 C 0.029 -0.164 -1.235  -1.35
13 C -0.554 -0.015 1.775  -0.72
14 N 3.360 -1.257 1.332  -0.27
15 C 2.640 1.903 -0.830  -0.17
16 N -2.587 -3.004 -0.270  -0.20

Output
E_HOMO (spin up / spin down): -8.123 / -12.635 eV
2S+1: 3
Expectation value of S²: 2.011
LUMO (spin up / spin down): -0.0188 / -0.1203 Eh
Net charge: 0

***

[3]
# H18O9

A 9-piece molecular cluster, H18O9 overall in a non-equilibrium geometry (ωB97M-V/def2-TZVPD, the OMol25 dataset).

Each line ends with the natural charge from an NBO analysis.
Cartesian coordinates (Å):
1 H -2.720 -3.858 1.858  0.46
2 H 3.107 -0.849 1.959  0.45
3 H 4.784 -0.481 0.440  0.46
4 H 2.343 -1.912 2.697  0.48
5 O 2.255 -0.967 2.318  -0.93
6 H 5.674 -0.737 -0.851  0.48
7 H -2.924 -1.412 -1.618  0.44
8 O -1.655 0.209 0.028  -0.91
9 H -1.264 0.210 -0.811  0.48
10 H 0.026 0.308 1.075  0.48
11 H 1.124 -0.567 -2.119  0.46
12 H -2.560 -2.429 1.280  0.47
13 H -2.534 -0.197 -0.259  0.43
14 O 0.361 0.728 0.296  -0.93
15 O -2.700 3.833 0.822  -0.93
16 H -3.040 3.925 1.710  0.46
17 O -0.003 2.299 -1.208  -0.93
18 O -3.210 -2.368 -1.659  -0.91
19 H 0.265 2.784 -0.379  0.48
20 H -2.192 4.675 0.698  0.46
21 H 1.246 1.055 0.650  0.45
22 H -3.622 -2.360 -2.533  0.46
23 O 2.068 -0.716 -1.988  -0.94
24 O -2.370 -3.327 1.052  -0.93
25 H 0.402 2.699 -1.889  0.45
26 O 4.974 -0.164 -0.496  -0.93
27 H 2.165 -0.379 -1.073  0.47

Output
ΔE to the lowest compared entry with this formula, charge and spin: 120.9 kcal/mol
E_HOMO: -10.290 eV
SMILES: O.O.O.O.O.O.O.O.O
LUMO: 0.0058 Eh
Net charge: 0

***

[4]
# C17H14Cl2N2O2PdS

C17H14Cl2N2O2PdS as an isolated structure (ωB97M-V/def2-TZVPD, the OMol25 dataset).

Each line ends with the natural charge from an NBO analysis.
Cartesian coordinates (Å):
1 Cl 3.602 -0.685 4.908  0.27
2 H 0.875 4.037 -1.601  0.26
3 C 2.500 -0.371 0.550  0.46
4 C -1.680 -2.854 -0.705  0.05
5 H -1.748 0.341 1.697  0.25
6 O -1.155 2.002 -0.770  -0.64
7 H 5.185 -1.010 2.683  0.29
8 C 1.789 -0.303 2.956  -0.11
9 H -0.126 3.975 -3.034  0.26
10 H -1.517 -2.887 0.364  0.20
11 C -1.343 -1.697 -2.693  0.07
12 C -2.546 -3.730 -2.747  -0.10
13 O 2.264 -0.191 -0.614  -0.38
14 C 0.179 3.403 -2.158  -0.73
15 H -1.484 5.151 -0.880  0.25
16 C 1.452 -0.232 1.601  0.14
17 H -2.159 -2.518 -4.496  0.26
18 C 4.179 -0.790 2.349  -0.32
19 C -0.510 0.122 3.456  -0.21
20 C 0.774 -0.120 3.899  -0.07
21 C -2.376 -3.841 -1.369  -0.25
22 C 3.171 -0.582 3.301  0.18
23 S -0.582 -0.192 -3.162  0.05
24 Pd -0.214 -0.022 -0.945  0.81
25 C -1.985 4.196 -1.041  -0.72
26 H -2.775 -4.683 -0.822  0.25
27 H -2.642 3.955 -0.210  0.25
28 Cl 5.047 -0.950 -0.147  0.29
29 C -0.757 0.156 2.091  0.13
30 H 0.688 2.490 -2.457  0.23
31 C -0.993 3.109 -1.280  0.66
32 N -1.171 -1.815 -1.372  -0.50
33 H 0.988 -0.165 4.959  0.26
34 C 3.890 -0.714 1.018  0.05
35 H -3.089 -4.496 -3.285  0.25
36 H -2.587 4.306 -1.947  0.27
37 N 0.207 -0.034 1.180  -0.44
38 C -2.031 -2.642 -3.430  -0.25
39 H -1.320 0.279 4.153  0.27

Output
ΔE to the lowest compared entry with this formula, charge and spin: 11.2 kcal/mol
E_HOMO (spin up / spin down): -13.565 / -13.565 eV
LUMO (spin up / spin down): -0.3694 / -0.3694 Eh
Net charge: +2

***

[5]
# C3H8N3

An isolated ion of composition C3H8N3 and charge +1 in a non-equilibrium geometry (ωB97M-V/def2-TZVPD, the OMol25 dataset).

Each line ends with the natural charge from an NBO analysis.
Cartesian coordinates (Å):
1 H -0.354 2.664 -1.050  0.24
2 H 1.877 -2.225 2.308  0.22
3 H -0.804 -0.565 -1.730  0.43
4 C -0.005 -0.214 0.023  0.68
5 H 0.322 1.559 0.874  0.45
6 N 0.833 -0.779 1.316  -0.42
7 N -0.245 -1.006 -0.976  -0.75
8 H -0.026 -2.046 -1.055  0.47
9 H -1.673 2.488 0.116  0.24
10 C -1.105 1.972 -0.593  -0.43
11 N -0.215 1.079 0.197  -0.52
12 C 1.412 -1.905 1.356  0.00
13 H 1.834 -2.488 0.520  0.17
14 H -1.850 1.467 -1.306  0.23

Output
ΔE to the lowest compared entry with this formula, charge and spin: 56.8 kcal/mol
E_HOMO: -14.611 eV
SMILES: C=NC(=[NH2+])NC
LUMO: -0.1495 Eh
Net charge: +1

***

[6]
# C2H2ClN3

A 2-piece molecular cluster, C2H2ClN3 overall in a non-equilibrium geometry (ωB97M-V/def2-TZVPD, the OMol25 dataset).

Each line ends with the natural charge from an NBO analysis.
Cartesian coordinates (Å):
1 C -0.403 -1.336 0.685  0.21
2 N -1.120 -2.152 0.286  -0.24
3 H 0.278 0.195 1.986  0.28
4 Cl 2.125 -0.300 0.488  -0.08
5 H -0.053 0.608 0.265  0.28
6 N -1.283 -1.844 -2.831  0.01
7 N -1.915 -1.037 -2.397  -0.01
8 C 0.270 -0.238 0.957  -0.44

Output
ΔE to the lowest compared entry with this formula, charge and spin: 0.5 kcal/mol
E_HOMO: -11.452 eV
SMILES: N#CCCl.N#N
LUMO: -0.0041 Eh
Net charge: 0

***

[7]
# C6H15NO

One molecule with the formula C6H15NO in a non-equilibrium geometry (ωB97M-V/def2-TZVPD, the OMol25 dataset).

Each line ends with the natural charge from an NBO analysis.
Cartesian coordinates (Å):
1 C -1.512 -0.565 -1.302  -0.64
2 H 2.355 1.285 -0.637  0.20
3 C -0.862 0.513 -0.414  -0.05
4 H -2.262 -0.131 -1.951  0.22
5 C 1.451 0.968 -1.153  -0.40
6 H 1.659 0.279 -1.973  0.17
7 H 2.195 -1.686 1.957  0.21
8 N 0.555 0.349 -0.168  -0.45
9 O -2.990 0.554 0.680  -0.74
10 H 0.203 -1.439 0.750  0.19
11 C 1.039 -0.935 0.298  -0.22
12 H -1.034 1.450 -0.921  0.20
13 C 2.154 -0.790 1.333  -0.62
14 H 3.125 -0.637 0.868  0.20
15 C -1.568 0.652 0.918  -0.05
16 H 0.979 1.879 -1.518  0.20
17 H -0.778 -1.078 -1.928  0.20
18 H -1.941 -1.372 -0.705  0.21
19 H 1.982 0.066 1.986  0.21
20 H -1.296 -0.184 1.561  0.16
21 H -3.484 0.805 1.466  0.47
22 H -1.345 1.614 1.369  0.17
23 H 1.376 -1.598 -0.518  0.17

Output
ΔE to the lowest compared entry with this formula, charge and spin: 38.6 kcal/mol
E_HOMO: -8.171 eV
SMILES: CCN(C)[C@@H](C)CO
LUMO: 0.0339 Eh
Net charge: 0

***

[8]
# C23H46Br2F5NbO7PS

C23H46Br2F5NbO7PS as an isolated structure in a non-equilibrium geometry (ωB97M-V/def2-TZVPD, the OMol25 dataset).

Each line ends with the Löwdin charge.
Cartesian coordinates (Å):
1 H 1.749 1.071 0.475  0.00
2 H 1.408 -2.344 -2.527  -0.05
3 H 0.519 -6.411 4.843  0.08
4 C 3.680 1.558 2.187  -0.58
5 H 1.389 -5.468 6.086  0.07
6 H -5.306 1.082 -3.946  0.07
7 H -5.448 0.131 -5.449  0.08
8 C -5.418 0.662 -0.043  -0.03
9 O 4.506 -2.891 -0.482  -0.25
10 F 7.528 2.907 -2.817  0.15
11 C 5.171 2.601 -3.052  -0.45
12 H 2.100 -5.749 4.470  0.08
13 C 3.089 -0.552 -2.572  -0.36
14 H -7.986 1.765 0.310  0.08
15 H -2.823 2.533 5.775  0.08
16 C 4.036 1.667 -3.380  -0.09
17 H -2.131 -1.643 -4.817  0.08
18 H -1.478 -0.412 3.779  0.07
19 H -3.476 -1.564 -5.991  0.08
20 H -5.067 1.344 -0.822  0.08
21 O 0.322 -3.354 5.252  0.05
22 C -4.759 0.650 -4.780  -0.02
23 H 1.998 -4.877 -1.020  0.05
24 H 3.019 2.490 4.043  0.06
25 S 3.594 -0.075 1.422  0.74
26 H 4.856 -2.615 0.377  0.03
27 H -4.578 0.067 0.297  0.02
28 C 0.532 -4.287 4.509  -0.50
29 H -3.946 2.381 4.430  0.07
30 H -2.288 0.894 -1.747  0.04
31 C -0.376 0.006 -2.105  -0.85
32 F 5.260 3.582 -3.998  0.10
33 C -6.013 1.443 1.098  -0.50
34 C 1.941 0.009 0.700  -0.66
35 H 1.727 2.279 2.858  0.05
36 H 1.208 -0.311 1.456  -0.01
37 C 6.577 1.969 -2.981  -0.53
38 C -0.853 2.151 -0.709  -0.17
39 H -0.517 -5.091 2.840  0.08
40 H -6.867 3.077 -0.004  0.08
41 H 4.166 0.856 -1.352  0.08
42 O -5.602 1.367 2.233  0.06
43 C -7.176 2.350 0.750  -0.03
44 F 6.862 1.295 -4.115  0.15
45 H 3.269 2.299 -3.840  0.12
46 P 2.892 -3.088 -0.298  0.32
47 H 4.694 1.617 2.604  0.06
48 H -2.685 3.645 4.385  0.08
49 C 1.178 -5.559 5.023  -0.03
50 H 2.586 1.446 -1.821  0.07
51 H -1.049 2.292 0.354  0.05
52 C -2.915 2.628 4.691  -0.03
53 H 0.224 2.265 -0.865  0.04
54 C -3.709 -0.308 -4.267  -0.49
55 H -2.021 0.051 5.410  0.09
56 O -1.128 2.039 3.233  0.05
57 H -3.205 -0.087 4.103  0.08
58 Nb 1.435 -1.087 -1.205  1.18
59 H -0.240 -3.326 2.761  0.08
60 H 0.338 -2.438 -0.716  -0.07
61 C 0.189 -4.283 3.049  -0.03
62 O 2.548 -3.358 1.142  -0.44
63 H 3.929 -1.242 -2.449  0.04
64 F 6.644 1.116 -1.944  0.17
65 Br -1.811 -0.376 0.263  0.72
66 C -2.851 -0.990 -5.303  -0.02
67 C -2.179 0.202 4.340  -0.02
68 O 2.839 -4.439 -1.211  -0.25
69 O -3.551 -0.507 -3.086  0.05
70 H -6.180 0.028 -0.501  0.09
71 C 2.633 1.821 3.266  -0.17
72 H -1.361 2.945 -1.265  0.07
73 C 3.461 0.884 -2.190  -0.30
74 H 1.086 -4.438 2.444  0.05
75 H 4.391 0.977 -4.152  0.13
76 Br 0.096 1.186 -3.624  0.60
77 H -0.968 -0.758 -2.620  -0.01
78 F 4.997 3.224 -1.859  0.12
79 H 2.326 0.890 3.754  0.07
80 C -1.978 1.659 4.004  -0.50
81 H 2.779 -0.632 -3.621  0.03
82 H -2.323 -0.241 -5.896  0.08
83 H -7.528 2.864 1.640  0.08
84 C -1.331 0.793 -1.230  -0.87
85 H 3.634 2.299 1.380  0.06
86 H -4.283 1.441 -5.363  0.09

Output
E_HOMO: -4.732 eV
LUMO: 0.0745 Eh
Net charge: -1

***

For reference, DFT total energy by record: -8170.34176, -1028.90843, -687.83318, -2362.05854, -283.07325, -701.86394, -367.56980, -7874.56548 Eh.